Record 1
ORCA calculation (ωB97M-V/def2-TZVPD) on a cluster of 3 separate species, CH3F3N2O in total at a distorted geometry.

Results
Energy relative to the best compared isomer or geometry (same formula, charge and spin): 61.14 kcal/mol
HOMO: -11.27 eV
SMILES string: F/N=N\F.C=O.F
Gap between HOMO and LUMO: 11.33 eV

Element x y z (Å)
C -0.744 -0.468 -0.061
N 3.082 -0.277 -0.396
N 3.528 -0.646 0.608
O -0.228 0.504 0.406
F 3.854 0.118 -1.487
F 4.905 -0.732 0.852
F 1.962 1.974 0.409
H -0.184 -1.391 -0.268
H -1.818 -0.503 -0.301
H 1.137 1.524 0.494


Record 2
ORCA calculation (ωB97M-V/def2-TZVPD) on a cluster of 2 separate species, CH4O2 in total at a distorted geometry.

Results
Energy relative to the best compared isomer or geometry (same formula, charge and spin): 10.82 kcal/mol
HOMO: -10.01 eV
SMILES string: C=O.O
Gap between HOMO and LUMO: 10.46 eV

Element x y z (Å)
O -0.054 1.209 0.301
C 0.000 0.000 0.000
H -0.929 -0.611 -0.095
H 0.965 -0.512 -0.227
O -0.395 -2.565 -0.796
H -0.017 -2.941 0.032
H -1.365 -2.540 -0.636


Record 3
ORCA calculation (ωB97M-V/def2-TZVPD) on a cluster of 14 separate species, C27H55F4N13O29S in total at a distorted geometry.

Results
HOMO: -8.95 eV
Gap between HOMO and LUMO: 8.51 eV

Element x y z (Å)
C 9.539 -0.779 5.095
C 9.331 0.553 4.292
C 10.307 1.639 4.475
C 10.221 2.918 3.782
C 9.127 3.098 2.834
C 8.161 2.029 2.659
C 8.189 0.746 3.366
C 7.107 -0.380 3.187
C 5.675 0.164 2.835
C 5.149 -0.414 1.435
O 3.820 -0.973 1.510
S 2.724 0.169 1.999
O 2.752 1.306 1.085
O 1.450 -0.515 2.053
C 3.344 0.786 3.606
C 2.267 0.913 4.738
F 2.278 -0.187 5.597
F 1.000 1.199 4.303
C 2.698 2.158 5.642
F 1.638 2.463 6.476
F 3.883 1.945 6.306
C 4.608 -0.092 4.003
H 8.966 -1.623 4.630
H 9.288 -0.681 6.179
H 10.623 -1.076 4.994
H 11.150 1.499 5.187
H 10.927 3.764 3.914
H 8.959 4.029 2.242
H 7.321 2.175 1.934
H 7.500 -1.084 2.401
H 7.084 -0.971 4.138
H 5.667 1.283 2.694
H 5.820 -1.250 1.096
H 5.221 0.371 0.632
H 3.752 1.821 3.430
H 2.810 3.044 4.956
H 4.299 -1.176 3.993
H 5.034 0.168 4.999
C 1.196 -3.481 1.017
N 0.857 -4.883 0.655
O -0.269 -5.102 0.248
O 1.733 -5.715 0.793
H 0.326 -2.854 0.845
H 1.475 -3.472 2.068
H 2.026 -3.171 0.387
C 1.181 2.130 -1.475
N 1.315 2.788 -2.800
O 1.051 2.127 -3.787
O 1.682 3.951 -2.802
H 0.848 1.107 -1.624
H 2.156 2.151 -0.996
H 0.449 2.693 -0.903
C -0.632 5.218 0.356
N 0.422 5.508 1.367
O 0.365 6.578 1.948
O 1.266 4.651 1.543
H -1.309 6.064 0.308
H -0.138 5.065 -0.602
H -1.155 4.323 0.676
C -2.047 -7.049 2.313
N -2.837 -8.230 2.753
O -4.039 -8.200 2.576
O -2.218 -9.148 3.262
H -2.722 -6.315 1.881
H -1.548 -6.644 3.192
H -1.328 -7.392 1.573
C -3.735 -5.409 -2.173
N -3.666 -6.190 -0.909
O -3.894 -5.598 0.131
O -3.387 -7.368 -1.004
H -3.992 -4.381 -1.935
H -2.758 -5.463 -2.645
H -4.499 -5.863 -2.797
C 7.307 -5.147 5.199
N 7.165 -3.684 4.972
O 7.608 -3.229 3.933
O 6.614 -3.043 5.845
H 7.814 -5.585 4.344
H 7.892 -5.282 6.106
H 6.307 -5.561 5.309
C -3.728 3.000 -2.590
N -2.676 3.284 -1.579
O -2.727 4.349 -0.998
O -1.829 2.426 -1.403
H -4.405 3.848 -2.636
H -3.232 2.848 -3.545
H -4.254 2.102 -2.271
C 2.411 4.200 -5.621
N 2.468 5.020 -6.862
O 2.032 4.524 -7.885
O 2.949 6.133 -6.765
H 1.962 3.240 -5.857
H 3.431 4.072 -5.266
H 1.808 4.739 -4.900
C -5.774 -4.817 -6.288
N -4.723 -4.490 -5.287
O -4.801 -3.419 -4.719
O -3.855 -5.325 -5.107
H -6.474 -3.991 -6.342
H -5.279 -4.967 -7.245
H -6.273 -5.723 -5.954
C -2.226 8.914 -2.140
N -2.603 7.529 -2.522
O -3.734 7.344 -2.928
O -1.747 6.674 -2.398
H -3.079 9.565 -2.298
H -1.942 8.899 -1.098
H -1.391 9.213 -2.772
C -3.282 8.170 2.262
N -3.238 8.985 1.019
O -3.700 8.492 0.004
O -2.741 10.090 1.102
H -3.748 7.215 2.037
H -2.256 8.030 2.598
H -3.865 8.722 2.995
C -10.604 -4.490 -5.279
N -9.164 -4.294 -5.599
O -8.375 -4.323 -4.674
O -8.879 -4.118 -6.770
H -10.709 -4.634 -4.209
H -11.135 -3.597 -5.603
H -10.942 -5.369 -5.821
C -14.785 -5.570 -5.670
N -13.729 -5.245 -4.674
O -13.803 -4.174 -4.106
O -12.862 -6.081 -4.499
H -15.484 -4.740 -5.720
H -14.295 -5.721 -6.630
H -15.284 -6.476 -5.335


Record 4
ORCA calculation (ωB97M-V/def2-TZVPD) on a cluster of 2 separate species, C3H5NO2 in total at a distorted geometry.

Results
Energy relative to the best compared isomer or geometry (same formula, charge and spin): 38.01 kcal/mol
HOMO: -9.68 eV
SMILES string: C1CN1.O=C=O
Gap between HOMO and LUMO: 10.56 eV

Element x y z (Å)
C -3.362 0.118 -0.147
C -0.076 0.443 0.602
C 0.227 -0.871 0.133
N -0.732 -0.033 -0.594
O -3.717 0.032 -1.222
O -3.175 0.301 0.975
H 0.521 1.290 0.786
H -0.450 0.273 -1.581
H -0.889 0.424 1.312
H 1.174 -0.923 -0.367
H -0.078 -1.727 0.773


Record 5
ORCA calculation (ωB97M-V/def2-TZVPD) on a structure of composition C32H27As2Cl2F6InNSb at a distorted geometry.

Results
Multiplicity: 2
Net charge: +1
HOMO (alpha / beta): -10.86 / -11.59 eV
Gap between HOMO and LUMO (alpha / beta): 7.03 / 7.07 eV

Element x y z (Å)
In -0.228 0.058 -0.146
C 1.976 2.961 0.367
C 2.906 2.061 -0.425
As 2.633 0.171 0.006
C 2.779 0.245 1.923
C 1.784 -0.360 2.689
C 1.840 -0.302 4.079
C 2.889 0.358 4.698
C 3.890 0.962 3.934
C 3.838 0.904 2.549
C 4.322 -0.518 -0.591
C 5.141 -1.245 0.264
C 6.382 -1.679 -0.188
C 6.788 -1.408 -1.489
C 5.949 -0.710 -2.352
C 4.711 -0.269 -1.906
As 0.075 2.704 0.019
C -0.161 3.391 -1.746
C -0.798 4.606 -1.961
C -0.885 5.106 -3.255
C -0.347 4.394 -4.320
C 0.259 3.161 -4.105
C 0.342 2.653 -2.818
C -0.629 3.938 1.286
C -1.588 3.558 2.214
C -2.036 4.490 3.142
C -1.519 5.779 3.140
C -0.552 6.148 2.209
C -0.100 5.229 1.276
H 2.091 2.808 1.433
H 2.190 4.004 0.165
H 3.940 2.314 -0.226
H 2.753 2.187 -1.493
H 0.985 -0.913 2.213
H 1.069 -0.782 4.671
H 2.938 0.398 5.780
H 4.712 1.474 4.422
H 4.624 1.362 1.960
H 4.824 -1.470 1.272
H 7.033 -2.232 0.482
H 7.761 -1.744 -1.834
H 6.258 -0.511 -3.373
H 4.057 0.266 -2.582
H -1.236 5.152 -1.138
H -1.381 6.055 -3.429
H -0.408 4.796 -5.325
H 0.659 2.595 -4.938
H 0.783 1.679 -2.660
H -1.983 2.560 2.225
H -2.793 4.200 3.864
H -1.868 6.504 3.868
H -0.149 7.154 2.208
H 0.647 5.524 0.552
F -2.099 -0.530 1.136
Sb -3.890 0.256 0.821
F -4.474 0.168 -0.940
F -2.714 1.506 0.030
F -5.573 0.922 1.237
F -3.441 1.055 2.449
F -4.353 -1.516 1.036
Cl 0.690 -4.686 0.935
C -0.707 -4.193 0.070
C -1.726 -5.085 -0.148
C -2.862 -4.693 -0.853
C -2.970 -3.400 -1.390
C -1.956 -2.523 -1.182
Cl -2.040 -0.942 -1.929
C -0.787 -2.815 -0.375
N 0.144 -1.955 -0.015
H -1.642 -6.090 0.249
H -3.670 -5.397 -1.010
H -3.844 -3.106 -1.960


Record 6
ORCA calculation (ωB97M-V/def2-TZVPD) on a cluster of 2 separate species, C3H11N2O in total.

Results
Energy relative to the best compared isomer or geometry (same formula, charge and spin): 76.48 kcal/mol
Net charge: +1
HOMO: -14.94 eV
Gap between HOMO and LUMO: 12.12 eV

Element x y z (Å)
C -1.185 1.308 0.106
C -2.134 -0.899 -0.350
C 3.244 -0.565 -0.006
N -1.158 -0.122 0.437
N 2.357 0.320 -0.112
O 0.081 -0.700 0.258
H -2.181 1.712 0.289
H -0.462 1.845 0.723
H -0.929 1.440 -0.948
H -1.970 -1.959 -0.155
H -3.152 -0.631 -0.074
H -1.972 -0.714 -1.411
H 4.301 -0.407 -0.206
H 2.941 -1.552 0.315
H 0.955 -0.085 0.114
H -1.399 -0.234 1.437
H 2.663 1.244 -0.417


Number 1: E_tot -524.05816 Eh. Number 2: E_tot -190.93313 Eh. Number 3: E_tot -4751.92290 Eh. Number 4: E_tot -322.51375 Eh. Number 5: E_tot -7711.69776 Eh. Number 6: E_tot -305.33085 Eh.